Record 1
DFT (ωB97M-V/def2-TZVPD) results for C12H20Cl2IrO4 as an isolated structure.

```
! RIJCOSX wB97M-V def2-TZVPD def2/J DEFGRID3
* xyz -2 6
C -0.61 1.51 0.61
C -0.53 2.13 -0.66
C 0.70 1.77 -1.27
C -1.56 2.97 -1.31
C 1.44 0.90 -0.38
C 0.58 0.70 0.84
C 1.12 0.45 2.20
C -1.68 1.64 1.60
C 1.21 2.28 -2.56
C 2.89 0.70 -0.39
Ir 0.20 -0.95 -0.40
Cl 0.91 -1.32 -2.36
Cl -1.93 -0.57 -1.19
O 1.64 -1.77 0.67
H -2.36 3.21 -0.61
H -2.01 2.48 -2.18
H -1.12 3.92 -1.67
H 0.60 1.94 -3.41
H 2.23 1.95 -2.74
H 1.20 3.39 -2.58
H 3.27 0.70 -1.41
H 3.12 -0.26 0.07
H 3.39 1.50 0.17
H 2.08 -0.06 2.14
H 0.43 -0.20 2.76
H 1.22 1.39 2.73
H -2.67 1.76 1.14
H -1.51 2.51 2.26
H -1.69 0.76 2.25
H 1.62 -2.73 0.47
O -1.06 -1.73 4.38
H -0.55 -2.19 3.67
C -2.13 -4.50 -0.39
O -1.68 -3.13 -0.19
C -0.38 -2.89 -0.37
O 0.45 -3.80 -0.52
H -3.04 -4.54 0.20
H -1.41 -5.27 -0.07
H -2.36 -4.64 -1.46
*
```

Calculated values
- Orbital gap (spin up / spin down): 3.4 / 4.3 eV
- ⟨S²⟩: 8.7789
- HOMO level (spin up / spin down): 1.52 / 0.09 eV

=====

Record 2
DFT (ωB97M-V/def2-TZVPD) results for a 2-piece molecular cluster, C3H13BrSi3 overall.

```
! RIJCOSX wB97M-V def2-TZVPD def2/J DEFGRID3
* xyz 0 1
C 0.80 0.85 -1.67
C -1.29 -1.43 -0.89
C -2.41 1.48 -1.14
Si 2.98 -0.97 2.43
Si -0.40 1.07 1.58
Si -0.80 0.45 -0.63
Br 2.94 -0.23 4.54
H 1.64 0.14 -1.64
H 0.53 0.91 -2.74
H 1.16 1.80 -1.30
H -0.29 -1.93 -0.87
H -1.98 -1.97 -0.27
H -1.80 -1.69 -1.96
H -2.56 2.53 -1.22
H -3.10 1.04 -1.87
H -2.99 1.38 -0.16
H 3.82 -0.35 1.39
H 1.64 -0.62 1.64
H 3.10 -2.47 2.52
H -1.00 0.00 2.26
*
```

Calculated values
- Orbital gap: 6.9 eV
- HOMO level: -7.83 eV

=====

Record 3
DFT (ωB97M-V/def2-TZVPD) results for a 5-piece molecular cluster, C2H15NO4 overall.

```
! RIJCOSX wB97M-V def2-TZVPD def2/J DEFGRID3
* xyz 0 1
C -0.99 -1.37 -0.24
C 0.50 -1.66 -0.39
N 1.31 -0.46 -0.68
H -1.24 -0.95 0.73
H -1.22 -0.63 -1.01
H -1.64 -2.23 -0.37
H 0.92 -2.23 0.44
H 0.63 -2.45 -1.15
H 1.98 -0.60 -1.42
H 0.68 0.22 -1.10
O 3.20 -2.20 0.70
H 2.69 -1.39 0.74
H 4.06 -1.96 0.34
O -2.27 1.95 1.30
H -1.35 1.74 1.05
H -2.38 2.22 2.21
O -2.12 1.50 -2.01
H -2.63 2.32 -2.10
H -2.09 1.38 -1.05
O 0.39 1.68 1.01
H 0.48 1.44 1.94
H 1.03 1.10 0.55
*
```

Calculated values
- Orbital gap: 10.7 eV
- Structure (SMILES): CCN.O.O.O.O
- HOMO level: -10.14 eV

=====

Record 4
DFT (ωB97M-V/def2-TZVPD) results for one molecule with the formula C16H18ClNO4S2.

```
! RIJCOSX wB97M-V def2-TZVPD def2/J DEFGRID3
* xyz 0 1
C 3.47 0.88 2.87
O 3.32 0.77 1.48
C 2.11 1.04 0.93
C 0.98 1.40 1.65
C -0.22 1.65 0.99
C -0.27 1.53 -0.38
S -1.80 1.84 -1.24
O -2.46 2.96 -0.64
O -1.55 1.84 -2.65
N -2.67 0.45 -0.90
C -3.79 0.52 0.02
C -3.54 -0.35 1.25
S -3.42 -2.12 0.81
C -1.75 -2.20 0.20
C -1.52 -2.70 -1.07
C -0.23 -2.83 -1.55
C 0.83 -2.46 -0.74
Cl 2.45 -2.64 -1.31
C 0.61 -1.96 0.53
C -0.68 -1.83 1.00
C 0.84 1.17 -1.12
C 2.05 0.94 -0.48
O 3.21 0.63 -1.10
C 3.23 0.58 -2.51
H 3.27 1.89 3.23
H 4.51 0.63 3.07
H 2.82 0.17 3.40
H 1.01 1.50 2.72
H -1.10 1.97 1.53
H -2.80 -0.12 -1.72
H -3.89 1.56 0.33
H -4.72 0.20 -0.46
H -2.62 -0.06 1.76
H -4.38 -0.27 1.94
H -2.36 -3.00 -1.68
H -0.05 -3.22 -2.54
H 1.45 -1.69 1.16
H -0.85 -1.47 2.01
H 0.73 1.11 -2.19
H 2.95 1.55 -2.94
H 2.57 -0.19 -2.89
H 4.26 0.35 -2.78
*
```

Calculated values
- Orbital gap: 9.0 eV
- Structure (SMILES): COc1ccc(S(=O)(=O)NCCSc2ccc(Cl)cc2)cc1OC
- HOMO level: -8.44 eV

=====

Taking the records one at a time from the top gives energy relative to the best compared isomer or geometry (same formula, charge and spin) values of 0.00 57.68 18.44 0.00 kcal per mole.